Formula: C42H38IrN8O6SSi
Source: the OMol25 dataset
Level of theory: the ωB97M-V functional and the def2-TZVPD basis

The value obtained for the total energy is -3304.4943 Eh. Its spin multiplicity is 2. The value obtained for the frontier orbital gap (alpha / beta) is 0.2766 / 0.2108 Ha. Its net charge is +2.

Atoms and positions in Å:
Ir -0.412 0.759 0.990
S -0.976 -1.587 1.229
Si 2.979 0.277 0.402
O -2.385 1.130 0.968
O 1.697 2.129 3.104
O -4.157 0.317 2.062
O 2.183 0.928 4.941
O -1.599 -2.943 -3.375
O 1.410 0.240 1.032
N -0.168 4.920 0.694
N -0.819 0.785 3.059
N -1.707 -2.394 -1.210
N -0.346 4.531 -0.584
N -0.233 2.790 0.801
N -0.245 1.516 -3.780
N -3.436 -2.025 0.304
N -0.232 0.967 -1.067
C -0.436 2.480 -2.886
C -2.161 -2.257 -2.565
C -2.128 0.570 3.257
C 0.023 0.304 -3.318
C 1.392 1.347 3.966
C -4.949 0.726 -3.746
C 4.102 -0.321 1.745
C -3.353 -0.067 -2.134
C -0.479 0.533 5.400
C 3.648 -1.065 2.832
C 3.347 -0.683 -2.304
C 2.961 2.525 -1.376
C 3.835 4.696 -0.837
C 2.867 -0.928 -1.018
C -4.740 -0.407 -4.522
C -0.402 2.224 -1.529
C 4.000 2.898 0.751
C 3.199 3.845 -1.731
C -3.835 -1.370 -4.111
C 1.981 -3.049 -1.805
C -4.252 0.898 -2.555
C 0.032 0.015 -1.955
C -3.146 -1.208 -2.909
C 5.889 -1.289 3.666
C 2.433 -2.766 -3.091
C -5.499 -4.880 -1.182
C -2.174 -1.983 -0.007
C 3.132 -1.593 -3.333
C 2.205 -2.142 -0.781
C 5.478 -0.093 1.624
C 6.364 -0.569 2.578
C 4.238 4.220 0.403
C 4.531 -1.545 3.791
C -0.003 0.815 4.130
C -4.387 -4.219 -0.377
C -2.673 0.310 4.499
C -0.380 3.234 -0.483
C -3.000 0.658 2.029
C 3.351 2.026 -0.128
C -4.531 -2.702 -0.423
C -1.826 0.260 5.589
C -0.092 3.886 1.525
H -3.739 0.151 4.571
H 3.084 1.263 4.792
H 0.276 -0.963 -1.577
H -3.693 -1.580 1.178
H 4.755 4.876 1.092
H -5.460 -4.577 -2.230
H -5.657 1.478 -4.069
H 3.903 0.223 -2.516
H -3.651 -2.252 -4.710
H -4.420 -4.551 0.663
H 4.164 -2.131 4.624
H -0.599 3.489 -3.245
H -4.416 1.779 -1.949
H -5.407 -5.963 -1.145
H 0.228 -0.482 -4.034
H 3.519 -1.389 -4.323
H 4.333 2.535 1.716
H -3.412 -4.511 -0.776
H 4.038 5.722 -1.117
H -4.579 -2.336 -1.446
H 2.495 1.865 -2.099
H 6.581 -1.663 4.410
H 2.909 4.206 -2.710
H 2.265 -3.474 -3.892
H 0.211 0.557 6.231
H 2.593 -1.306 2.915
H -2.204 0.035 6.577
H -0.099 5.903 0.913
H 0.054 3.951 2.588
H -5.282 -0.538 -5.448
H -5.447 -2.383 0.072
H 1.480 -3.989 -1.604
H 1.859 -2.381 0.221
H -6.482 -4.615 -0.791
H 7.424 -0.383 2.472
H -0.774 -2.790 -1.184
H -2.833 0.088 -1.197
H 5.866 0.467 0.779